No. 1
51
Properties=species:S:1:pos:R:3 method="wB97M-V/def2-TZVPD" lumo_energy_ha=-0.03262 spin_multiplicity=1 de_lowest_kcal_mol=47.06 homo_lumo_gap_ha=0.2931 homo_energy_ha=-0.3257
S -0.979 1.953 3.788
S 4.488 1.141 0.266
F -0.246 3.085 -1.751
F -0.571 2.773 5.137
F 0.211 0.875 4.169
F -2.228 -0.096 2.710
F -0.248 0.240 1.930
F 0.264 1.236 -0.671
F -1.507 3.967 0.982
F -3.439 1.928 1.318
F -1.978 1.044 4.732
F -2.186 3.000 3.576
F -2.413 3.014 -0.737
F 0.123 2.846 2.995
F -2.290 0.543 0.139
O 5.099 0.486 -0.895
O 4.164 -0.070 1.373
O -0.959 -2.362 -2.560
O 3.068 1.784 -0.312
C -1.390 0.919 2.279
C 1.147 3.294 0.136
C 2.529 -1.199 -0.258
C 2.243 2.321 0.736
C 1.347 -2.520 2.070
C 2.449 -1.589 2.203
C -1.479 2.770 0.278
C -2.257 -1.685 -4.472
C 0.794 -2.815 0.749
C -2.300 -4.052 -3.632
C -1.454 -2.803 -3.825
C 1.411 -2.143 -0.401
C -2.123 1.572 1.069
C 3.082 -0.912 1.055
C -0.103 2.548 -0.458
H 2.849 -1.390 3.229
H -0.587 -3.039 -4.446
H -2.635 -1.986 -5.451
H 2.944 -0.703 -1.158
H -1.641 -0.792 -4.594
H 0.932 4.043 0.932
H -1.714 -4.842 -3.157
H 2.909 2.983 1.371
H -3.150 -3.847 -2.974
H -2.679 -4.423 -4.586
H -3.106 -1.402 -3.842
H 1.826 1.551 1.432
H 1.675 3.853 -0.687
H 0.971 -2.416 -1.406
H -0.064 -3.515 0.654
H 0.919 -3.017 2.970
H -1.717 -2.150 -2.001

---

No. 2
42
Properties=species:S:1:pos:R:3 method="wB97M-V/def2-TZVPD" charge=-1 lumo_energy_ha=0.07267 spin_multiplicity=1 homo_lumo_gap_ha=0.1639 homo_energy_ha=-0.0912
S -1.706 -0.506 8.021
F -0.401 1.497 2.235
O 0.772 -0.321 5.056
O 1.027 -1.692 1.962
O 1.845 0.448 1.887
O -1.866 -1.679 2.114
O -0.720 0.129 8.851
O -1.940 -1.923 8.035
O -2.657 0.463 1.894
N -1.281 -0.086 6.274
C -3.263 0.323 8.247
C -0.406 0.179 2.034
C -5.662 0.296 8.100
C -1.691 -0.472 2.026
C -5.717 1.557 8.703
C 4.111 1.015 1.399
C 3.145 -0.121 1.617
C 0.872 -0.483 1.975
C -3.302 1.537 8.938
C -4.532 2.153 9.147
C -3.951 -0.107 1.589
C -7.033 2.249 8.920
C -4.918 1.025 1.357
C -4.442 -0.340 7.883
C -0.227 -0.223 5.680
H -5.866 0.591 1.041
H -4.270 -0.747 2.423
H -3.863 -0.730 0.688
H -7.192 2.417 9.994
H -4.569 1.701 0.572
H -7.850 1.634 8.529
H -6.594 -0.195 7.807
H 5.072 0.588 1.109
H 3.082 -0.751 0.718
H 3.448 -0.753 2.464
H -5.096 1.604 2.269
H -4.582 3.110 9.672
H -4.403 -1.333 7.447
H 4.262 1.602 2.311
H -7.069 3.230 8.427
H 3.775 1.683 0.600
H -2.382 1.980 9.310

---

No. 3
40
Properties=species:S:1:pos:R:3 method="wB97M-V/def2-TZVPD" lumo_energy_ha=0.01860 spin_multiplicity=1 de_lowest_kcal_mol=39.87 homo_lumo_gap_ha=0.3225 homo_energy_ha=-0.3039 smiles="N[C@@H](Cc1c[nH]c2ccccc12)C(=O)N[C@@H](CC(=O)O)C(=O)O"
O 3.866 0.769 2.120
O 1.255 -1.813 -1.623
O 2.756 1.941 -0.188
O 2.961 -3.229 -1.488
O 3.071 -1.085 3.028
N -3.479 1.234 1.166
N 1.281 0.316 0.461
N 0.944 3.219 -1.490
C -0.750 1.558 -1.272
C 3.193 -1.115 -0.376
C 1.598 1.443 -0.175
C -4.162 -1.226 1.084
C -1.893 -1.475 -0.606
C 2.380 -2.082 -1.236
C -2.529 -2.588 -0.103
C -1.777 1.144 -0.333
C -3.673 -2.465 0.678
C -3.436 -0.083 0.781
C -2.260 -0.207 -0.074
C -2.491 1.942 0.461
C 0.422 2.302 -0.556
C 2.303 -0.697 0.842
C 3.059 -0.330 2.080
H -2.155 -3.563 -0.419
H -1.138 2.312 -1.948
H -2.329 3.045 0.452
H -4.202 1.518 1.819
H -5.024 -1.212 1.750
H 0.354 4.077 -1.565
H 3.706 1.197 1.270
H 0.190 0.120 0.588
H 3.537 -0.279 -0.958
H 1.743 -1.594 1.109
H 1.884 3.556 -1.319
H -0.379 0.719 -1.880
H 0.006 2.650 0.397
H 4.123 -1.596 0.025
H -4.219 -3.382 1.003
H -1.097 -1.462 -1.344
H 2.362 -3.578 -2.159

---

No. 4
43
Properties=species:S:1:pos:R:3 method="wB97M-V/def2-TZVPD" lumo_energy_ha=0.00639 spin_multiplicity=1 de_lowest_kcal_mol=57.38 homo_lumo_gap_ha=0.3054 homo_energy_ha=-0.2990 smiles="Nc1nc2c(ncn2[C@@H]2C[C@H]3C[C@](CC(=O)O)(C(=O)O)O[C@H]3C2)c(=O)[nH]1"
O -2.456 4.174 -4.022
O 1.696 -0.693 1.160
O 0.935 0.264 3.795
O 1.140 -4.454 3.519
O -1.107 -0.394 3.275
O 0.618 -2.708 4.871
N -0.571 0.280 -2.707
N -0.286 2.442 -1.395
N -1.944 1.156 -4.209
N -1.136 4.394 -2.360
N -0.289 4.220 -0.159
C 0.880 -0.206 0.109
C -0.515 3.691 -1.324
C -0.302 -1.142 0.059
C 1.909 -2.410 2.860
C 0.939 -1.394 2.130
C -1.527 2.139 -3.336
C 1.463 -0.141 -1.269
C 1.064 -3.288 3.791
C -0.035 -2.047 1.215
C -0.274 -1.830 -1.301
C -0.744 1.640 -2.385
C 0.360 -0.754 -2.106
C -1.334 0.028 -3.885
C -1.703 3.593 -3.235
C 0.254 -0.515 3.193
H -0.143 3.583 0.600
H -1.664 5.253 -2.152
H 2.440 -3.002 2.111
H 1.635 0.870 -1.606
H -0.840 5.110 0.022
H 0.317 -3.046 0.983
H -1.282 -2.066 -1.509
H 0.366 -3.454 5.456
H -1.223 -0.906 -4.483
H 0.368 -2.752 -1.252
H 2.373 -0.764 -1.277
H 0.920 -1.201 -2.958
H -1.000 -2.223 1.783
H 2.647 -1.936 3.516
H -1.212 -0.621 0.221
H 0.527 0.805 0.365
H -1.265 0.305 3.896